Entry 1:
The molecule C4H10OS at a distorted geometry, computed with ωB97M-V/def2-TZVPD.

Its SMILES is CC(C)=[S@H](C)=O. The energy above the lowest of the compared OMol25 structures with the same formula, charge and spin is 117.9 kcal per mole.

Positions of all 16 atoms, in Å:
C (-0.5903, 2.0153, 0.1546)
C (-0.2449, 0.5719, 0.2114)
C (-1.4290, -0.3832, -0.1736)
S (1.2869, 0.2266, -0.3018)
C (1.6379, -1.4638, 0.6976)
O (2.2032, 1.2284, 0.2158)
H (-1.3847, 2.2454, 0.8614)
H (0.4065, 2.5119, 0.1453)
H (-1.0831, 2.1161, -0.8275)
H (-1.5269, -1.3051, 0.3026)
H (-2.3317, 0.3026, -0.0093)
H (-1.6020, -0.6497, -1.2988)
H (2.1252, -0.1432, -1.7097)
H (1.0933, -2.2843, 0.2541)
H (2.6756, -1.6724, 0.7595)
H (1.1864, -1.2786, 1.6969)

Force components x, y, z for each atom (eV/Å):
0.5 -0.3 -1.8
-1.2 -2.1 -1.1
-0.9 2.9 -2.3
1.9 -2.9 1.5
-2.1 1.7 -0.5
0.6 0.5 -0.2
0.6 0.3 0.5
-1.3 0.7 0.6
0.1 0.7 0.0
0.0 -1.3 1.3
0.9 -1.4 0.2
0.9 0.7 1.6
-1.5 0.4 1.6
-0.1 -0.2 -0.4
1.0 0.2 -0.3
0.5 0.2 -0.7

---

Entry 2:
The molecule C20H21N7O2 at a distorted geometry, computed with ωB97M-V/def2-TZVPD.

Its SMILES is NC(=O)c1cnc(N[C@@H]2CCCC[C@@H]2N)nc1/N=C1/C=CC2=NC(=O)C=CC2=C1. The energy above the lowest of the compared OMol25 structures with the same formula, charge and spin is 75.8 kcal per mole.

Positions of all 50 atoms, in Å:
N (2.9236, 1.9541, -4.2135)
C (1.6774, 2.4333, -3.8978)
O (1.3564, 3.4231, -4.4415)
C (0.7113, 1.8413, -3.0122)
C (-0.6578, 2.1324, -3.1372)
N (-1.5021, 1.5426, -2.3962)
C (-1.1056, 1.0404, -1.2727)
N (-2.0333, 0.3440, -0.4911)
C (-2.6317, -0.9907, -0.8277)
C (-4.1015, -0.7068, -0.7809)
C (-4.9663, -1.9632, -0.8880)
C (-4.7035, -2.7842, 0.3453)
C (-3.3660, -2.4639, 1.1395)
C (-2.2484, -2.1415, 0.1380)
N (-0.9900, -1.9911, 1.0328)
N (0.1519, 0.8578, -1.0192)
C (1.0357, 1.2853, -1.8644)
N (2.3442, 1.0854, -1.4145)
C (2.8013, 1.1916, -0.1512)
C (4.1959, 0.8243, -0.1490)
C (4.9243, 0.5743, 0.9648)
C (4.2632, 0.4190, 2.2832)
N (4.9707, 0.1513, 3.3909)
C (4.3007, 0.2872, 4.6477)
O (4.8936, 0.0738, 5.6747)
C (2.9660, 0.7095, 4.7188)
C (2.1730, 1.0336, 3.6294)
C (2.8485, 0.8676, 2.3406)
C (2.1176, 1.2370, 1.1811)
H (3.6098, 2.6780, -4.4755)
H (3.1661, 1.1079, -3.7784)
H (-0.9670, 2.7139, -4.0033)
H (-1.5380, 0.2235, 0.3708)
H (-2.4869, -1.3400, -1.8667)
H (-4.4071, -0.0702, -1.6138)
H (-4.3907, -0.1396, 0.1745)
H (-4.7060, -2.4578, -1.8566)
H (-6.0726, -1.7043, -0.9498)
H (-5.3891, -2.4683, 1.0396)
H (-4.9392, -3.7896, 0.1167)
H (-2.9997, -3.2880, 1.6484)
H (-3.4355, -1.5869, 1.8192)
H (-2.1752, -3.0984, -0.4494)
H (-0.1971, -1.7843, 0.3636)
H (-0.7673, -2.6433, 1.7295)
H (4.6087, 0.8368, -1.1381)
H (5.9798, 0.5108, 0.7871)
H (2.5003, 0.8956, 5.6909)
H (1.1577, 1.4689, 3.6188)
H (1.0999, 1.6675, 1.2430)

Force components x, y, z for each atom (eV/Å):
-0.4 0.3 0.3
2.2 -0.9 -0.9
-1.7 4.3 -1.9
-0.5 1.1 -1.4
2.1 -0.2 -2.7
-3.9 1.7 -0.1
-0.8 -3.9 -0.5
0.9 0.2 0.6
0.1 1.0 -0.3
-2.6 0.5 0.8
-0.2 0.8 -0.9
1.6 0.5 0.4
-0.6 1.7 -2.7
1.0 -2.0 2.0
-0.3 3.2 -4.6
-0.5 -0.3 3.0
2.1 -1.5 3.9
1.7 1.2 1.6
-2.1 -2.3 -2.3
1.0 0.4 1.5
-1.1 -0.3 -0.9
1.3 0.9 2.1
-1.5 0.5 -2.5
1.8 -0.8 -0.6
0.8 -0.2 0.3
-5.4 2.1 -1.2
2.5 -0.8 0.8
-2.5 1.0 -2.6
1.5 0.3 1.0
-0.7 -1.0 0.2
1.1 -0.8 0.6
-0.2 -0.1 0.1
0.1 -0.4 0.8
0.8 0.5 0.3
0.5 0.4 0.1
0.6 -0.7 -1.2
-0.2 0.0 0.7
1.4 -0.2 0.0
-2.2 0.5 1.6
0.4 -1.4 0.2
0.3 -1.7 1.4
-0.4 -0.7 -0.3
0.2 1.0 0.1
-0.9 -0.6 1.6
-0.1 -1.4 0.5
0.5 0.0 -0.1
0.4 -0.5 0.7
0.6 -0.3 -0.1
0.7 -0.5 0.4
0.8 -0.6 0.1